Record 1
Molecular formula: C22H24Cl2IrN7O
Method: DFT, wB97M-V/def2-TZVPD

Output
<S²> = 6.045
orbital gap (spin up / spin down) = 8.0 / 6.5 eV
total energy = -2335.43000 Eh
LUMO level (spin up / spin down) = -4.842 / -7.653 eV
net charge = +2
highest occupied orbital energy (spin up / spin down) = -12.88 / -14.18 eV
2S+1 = 5

Geometry as XYZ:
```
57
C22H24Cl2IrN7O (wB97M-V/def2-TZVPD)
Ir 0.4176 -0.9418 1.3848
Cl 1.1065 1.0973 3.2457
Cl 1.2241 -1.7525 4.0083
O 0.8717 -3.0458 0.9491
N 1.1611 -3.4412 -1.2646
N -1.5706 -0.8995 2.1199
N 2.4219 -0.2684 -0.9557
N -0.3409 0.4377 -0.1856
N -2.4635 0.0694 1.7988
N 2.2775 -0.5269 0.3717
N 2.4087 -4.5636 0.3263
C -1.7108 3.8400 0.0768
C -3.6130 -1.5348 2.7896
C 1.6134 -0.3731 -3.2108
C 1.4594 -3.6731 0.0277
C -2.8028 2.4405 1.6847
C 0.0526 0.3185 -1.5079
C 1.3346 -0.1308 -1.8748
C -0.8857 0.5429 -2.5295
C -2.0985 1.3409 1.2407
C 3.5053 -0.6442 0.8628
C -3.7021 -0.3024 2.1983
C 4.4655 -0.4389 -0.1301
C -3.3765 4.8918 1.6544
C 3.7400 -0.1965 -1.2637
C -0.5861 0.3107 -3.8527
C 1.0068 -0.4709 -5.6493
C -2.6268 3.7050 1.1199
C 1.2993 -0.0695 4.5864
C -2.2579 -1.8654 2.7205
C 0.6739 -0.1625 -4.2157
C -1.1577 1.4781 0.1939
C -0.9946 2.7534 -0.3755
H -2.8350 5.3320 2.4944
H -4.5498 0.3353 2.0124
H -4.3679 4.6133 2.0084
H 2.5919 -0.7404 -3.4894
H 2.0666 -0.3266 -5.8536
H -1.5440 4.8125 -0.3683
H 0.4369 0.1632 -6.3262
H 2.8169 -5.1681 -0.3659
H 2.5731 -4.7678 1.2976
H 3.6346 -0.8459 1.9147
H 0.7595 -1.5078 -5.8861
H -1.8786 0.8664 -2.2445
H 0.4951 0.0885 5.2929
H -1.7467 -2.7557 3.0506
H -3.5069 2.3195 2.4988
H 1.4981 -4.0437 -1.9969
H 5.5366 -0.4325 -0.0295
H 4.0656 0.0611 -2.2562
H 0.3235 -2.9152 -1.4507
H -4.4179 -2.1183 3.1999
H -1.3397 0.4784 -4.6114
H -0.2528 2.8754 -1.1541
H 2.2748 0.0909 5.0263
H -3.4863 5.6609 0.8921
```

Here are the Mulliken charges for atoms 1 to 4, given in e: atom 1 (Ir): 0.68, atom 2 (Cl): 0.00, atom 3 (Cl): -0.04, atom 4 (O): -0.69



Record 2
Molecular formula: C2H2NOS2
Method: DFT, wB97M-V/def2-TZVPD

Output
orbital gap = 7.4 eV
total energy = -1003.84377 Eh
LUMO level = 3.511 eV
ΔE to the lowest compared entry with this formula, charge and spin = 4.4 kcal per mole
net charge = -1
highest occupied orbital energy = -3.88 eV
2S+1 = 1

Geometry as XYZ:
```
8
C2H2NOS2 (wB97M-V/def2-TZVPD)
S 0.8848 -2.2130 -0.0126
S -1.6947 1.6747 0.1085
O -1.7445 -0.7420 1.2797
N 1.0117 0.3911 -0.4630
C -1.0796 -0.0286 0.5656
C 0.3758 -0.6735 0.0491
H 1.8156 0.3481 -1.0691
H 0.4309 1.2431 -0.4581
```

Here are the Mulliken charges for atoms 1 to 4, given in e: atom 1 (S): -0.41, atom 2 (S): -0.60, atom 3 (O): -0.49, atom 4 (N): -0.25



Record 3
Molecular formula: C11H13N2O
Method: DFT, wB97M-V/def2-TZVPD

Output
orbital gap = 9.2 eV
total energy = -611.30985 Eh
LUMO level = -3.784 eV
ΔE to the lowest compared entry with this formula, charge and spin = 85.1 kcal per mole
net charge = +1
highest occupied orbital energy = -12.94 eV
2S+1 = 1

Geometry as XYZ:
```
27
C11H13N2O (wB97M-V/def2-TZVPD)
O -2.8162 -2.1070 -0.1151
N -0.9911 -1.0660 -0.6897
N 1.3887 -0.4736 -0.9552
C -4.3204 1.1734 0.2971
C 2.0398 -0.2332 1.5537
C -2.0383 -0.0726 -0.4793
C -3.2759 1.8901 -0.2585
C -1.5482 -2.2024 -0.4188
C 2.3086 0.4508 -1.4874
C 1.8000 -1.1086 0.3764
C -2.0917 1.2868 -0.6735
C -3.1381 -0.8679 -0.1019
C 0.1867 -0.3568 -1.3981
C -4.2262 -0.2070 0.4665
H 2.0589 0.8196 -2.5931
H -3.5979 2.9185 -0.4115
H -1.1766 1.7254 -1.1211
H 3.3526 0.0980 -1.4317
H 2.7130 -1.7846 0.1351
H -5.3132 1.5669 0.6345
H -5.0906 -0.6953 0.8722
H 3.0741 0.0172 1.5193
H 1.8200 -0.8252 2.3253
H 1.5317 0.6561 1.5428
H 2.2051 1.4196 -0.8662
H 1.0592 -1.7351 0.5427
H -0.9264 -3.1568 -0.6169
```

Here are the Mulliken charges for atoms 1 to 4, given in e: atom 1 (O): -0.32, atom 2 (N): 0.30, atom 3 (N): 0.36, atom 4 (C): -0.21



Record 4
Molecular formula: C3H10N2S
Method: DFT, wB97M-V/def2-TZVPD

Output
orbital gap = 9.4 eV
total energy = -627.97889 Eh
LUMO level = 0.983 eV
ΔE to the lowest compared entry with this formula, charge and spin = 9.9 kcal per mole
highest occupied orbital energy = -8.37 eV
2S+1 = 1

Geometry as XYZ:
```
16
C3H10N2S (wB97M-V/def2-TZVPD)
S -0.0065 1.7624 -1.3746
N -0.8821 -3.7912 2.0375
N -0.4706 -2.6558 0.1066
C -1.2806 -2.9995 1.0124
C -0.1894 3.1336 -0.2341
C 1.7761 1.8260 -1.6443
H -2.3534 -2.8058 1.0654
H 2.1908 2.8039 -1.4148
H 2.3284 1.0606 -1.0947
H 0.0874 -4.0522 2.0989
H 0.3296 4.0235 -0.5967
H 0.1455 2.8706 0.7651
H -0.8424 -2.1412 -0.6778
H -1.2438 3.3935 -0.1141
H 1.9232 1.6412 -2.7054
H -1.5122 -4.0697 2.7707
```

Here are the Mulliken charges for atoms 1 to 4, given in e: atom 1 (S): -0.06, atom 2 (N): -0.41, atom 3 (N): -0.69, atom 4 (C): 0.15



Record 5
Molecular formula: C27H29BrCaN5OS
Method: DFT, wB97M-V/def2-TZVPD

Output
orbital gap = 6.8 eV
total energy = -5045.06111 Eh
LUMO level = -3.229 eV
ΔE to the lowest compared entry with this formula, charge and spin = 25.3 kcal per mole
net charge = +1
highest occupied orbital energy = -10.01 eV
2S+1 = 1

Geometry as XYZ:
```
65
C27H29BrCaN5OS (wB97M-V/def2-TZVPD)
Br 4.3891 2.6093 -5.1728
Ca 0.2627 0.3029 0.6088
S -1.1527 2.1150 -1.0316
O 2.1419 1.1612 0.2076
N 0.7389 -1.0115 -1.2324
N -1.7877 0.2554 -3.3399
N -3.4456 1.0319 -0.2228
N -1.1577 -1.6837 0.6652
N -2.7481 0.4247 -2.3177
C 0.0292 -2.9925 -2.5430
C 3.4261 2.5766 -1.1523
C -2.5332 4.4467 1.9604
C 3.6575 2.1209 -3.5098
C -1.7202 -4.4473 -1.7492
C -0.0600 -2.1796 -1.4487
C -2.0531 -1.9872 1.5730
C 0.0748 -0.2473 4.3196
C -1.8910 3.2350 2.5672
C -1.8490 -3.6287 -0.5970
C -2.0081 1.1652 3.8384
C 1.2418 0.2125 5.1938
C -0.6442 0.9420 3.7027
C -0.5179 3.0096 2.4177
C 2.3160 0.6558 -2.1262
C 2.8663 1.0133 -3.3758
C -0.8003 -4.1273 -2.6967
C -2.6121 2.2953 3.2865
C 0.0835 1.8998 2.9772
C -2.5369 1.1391 -1.2214
C -0.8391 -1.1717 5.1140
C 2.6066 1.4449 -0.9738
C 3.9341 2.9063 -2.3843
C 1.4684 -0.5197 -2.1736
C -2.7911 -3.9180 0.4168
C -1.0301 -2.4960 -0.4381
C -2.9015 -3.1073 1.5038
H -3.4948 -0.2555 -2.3403
H 1.4542 -1.0000 -3.1557
H -2.1252 -1.3074 2.4153
H -0.2562 -1.9864 5.5406
H 2.0170 0.7297 4.6318
H -3.6751 2.4457 3.4416
H -1.3138 -0.6401 5.9401
H -4.3524 0.6219 -0.3875
H -3.3674 1.6896 0.5385
H -2.3492 -5.3197 -1.8534
H -1.6290 -1.6203 4.5110
H 0.0855 3.7118 1.8548
H -2.3771 4.4640 0.8801
H -3.4175 -4.7958 0.3116
H -3.6065 -3.3000 2.2978
H -2.6108 0.4706 4.4084
H 0.5014 -0.8417 3.4919
H -3.6052 4.4728 2.1522
H -0.6819 -4.7439 -3.5768
H 1.7077 -0.6443 5.6786
H 1.1586 1.7794 2.8570
H 4.5621 3.7805 -2.4905
H 0.7660 -2.7953 -3.3079
H -0.9671 0.7809 -3.0287
H -2.1452 0.7450 -4.1583
H 2.6518 0.3955 -4.2386
H -2.1004 5.3592 2.3696
H 3.6539 3.1761 -0.2831
H 0.8913 0.8903 5.9735
```

Here are the Mulliken charges for atoms 1 to 4, given in e: atom 1 (Br): -0.19, atom 2 (Ca): 1.87, atom 3 (S): -0.41, atom 4 (O): -1.15



Record 6
Molecular formula: C22H28Cl4HoN2O4
Method: DFT, wB97M-V/def2-TZVPD

Output
<S²> = 6.016
orbital gap (spin up / spin down) = 2.7 / 5.0 eV
total energy = -4054.52889 Eh
LUMO level (spin up / spin down) = 2.511 / 2.500 eV
net charge = -1
highest occupied orbital energy (spin up / spin down) = -0.21 / -2.50 eV
2S+1 = 5

Geometry as XYZ:
```
61
C22H28Cl4HoN2O4 (wB97M-V/def2-TZVPD)
Ho 0.2019 -0.1120 0.6501
Cl -5.3102 -0.1993 2.1082
Cl 2.4803 0.2008 1.5804
Cl -4.6808 -2.9733 1.4122
Cl -3.2226 -1.6281 3.5301
O -1.7675 -0.7237 1.2614
O -3.4554 -0.7321 -0.2571
O -0.2146 -3.9907 -1.3404
O -2.0672 3.6305 0.5584
N -0.4737 2.0814 0.7009
N 0.5444 -2.1578 -0.3296
C -1.7693 3.5236 2.0025
C -0.0224 -2.0327 -2.7649
C -3.5848 2.5798 -3.3962
C -4.0372 -1.4198 1.9631
C 2.3718 -3.4273 0.6914
C -1.2548 2.8028 -1.5720
C -2.6594 1.4118 -3.1634
C 0.0821 -2.7048 -1.4371
C 0.8585 -3.2340 0.6457
C -2.0668 -0.8915 -3.7363
C -0.9449 -0.8198 -2.8966
C -0.5272 2.6385 2.0787
C -1.5399 1.4999 -2.3214
C -2.9168 0.2083 -3.8155
C -0.6506 1.5439 3.1351
C -2.3759 -2.1129 -4.5666
C 0.7538 3.4269 2.3382
C 0.3673 -2.8920 2.0492
C -2.9996 -0.9074 0.8639
C 0.1211 -4.4231 0.0343
C -1.2665 2.7912 -0.0791
C -0.6523 0.4027 -2.2471
H -2.5360 -3.0072 -3.9444
H -1.5868 -2.3521 -5.2966
H 0.3300 0.5356 -1.7492
H -0.7153 2.0163 4.1220
H 2.8537 -2.4903 0.9980
H -3.0787 3.4496 -3.8428
H -1.6185 4.5422 2.3940
H -2.6443 3.0647 2.4839
H 0.2557 0.9088 3.1330
H 0.9010 -2.0020 2.4338
H 0.8458 4.2532 1.6222
H -4.0671 2.9165 -2.4652
H -4.3852 2.2926 -4.0937
H 1.6217 2.7627 2.2397
H -1.5453 0.9305 2.9699
H -0.2359 3.1437 -1.8265
H -0.7159 -2.7187 2.0612
H -0.8251 -4.6409 0.5495
H -0.2743 -2.8189 -3.4850
H 0.7285 -5.3396 -0.0359
H 1.0124 -1.7202 -2.9882
H -1.9366 3.6046 -1.8748
H 2.7503 -3.7242 -0.2947
H 0.6060 -3.7286 2.7156
H 2.6083 -4.2080 1.4258
H 0.7252 3.8278 3.3596
H -3.8169 0.1270 -4.4207
H -3.2964 -1.9506 -5.1463
```

Here are the Mulliken charges for atoms 1 to 4, given in e: atom 1 (Ho): 0.19, atom 2 (Cl): -0.17, atom 3 (Cl): -0.70, atom 4 (Cl): -0.17